No. 1
ORCA calculation (ωB97M-V/def2-TZVPD) on a molecular structure, C16H26B2CeF4N4O3S.

```
57
Properties=species:S:1:pos:R:3
H 2.42 4.31 -0.13
H -4.46 -1.76 -2.54
H 2.42 -5.20 -0.21
H -1.67 -4.32 -1.51
H 5.62 -1.28 -0.60
H -2.89 -0.93 -2.51
N 4.90 -0.58 -0.51
C 1.43 5.38 2.94
H -5.32 -0.48 0.18
N 3.35 -3.29 -0.34
H 3.64 2.38 -0.32
H -5.67 -2.15 -0.26
H 1.21 6.34 3.41
S 0.39 3.67 1.05
C -2.17 -3.37 -1.69
H 6.08 1.19 -0.66
N 2.93 0.38 -0.19
H -4.34 -0.10 -1.96
C -3.65 -4.06 0.19
F -0.09 0.01 -1.99
H 2.03 4.80 3.64
H -4.49 -4.31 -0.45
O 0.50 2.23 1.50
N 1.55 -2.04 -0.05
F -0.44 1.98 -3.15
C 2.14 4.24 0.92
C -3.61 -1.54 -0.55
Ce 0.16 0.29 0.26
H 3.23 5.87 1.83
H -4.80 -1.79 1.24
H -1.43 -2.64 -2.01
H 1.74 6.35 1.03
C 2.30 -4.14 -0.18
H 4.31 -3.56 -0.49
H -3.00 -4.93 0.27
F -1.28 1.69 -1.01
H 0.17 -3.62 0.17
B -0.25 1.44 -1.96
C 5.11 0.76 -0.52
O -1.80 -2.58 0.54
C 3.88 1.34 -0.34
C 2.20 5.57 1.64
H -4.01 -3.83 1.19
H -0.15 3.93 3.37
C -2.85 -2.90 -0.39
B -1.69 -1.22 0.77
O -2.72 -0.60 0.07
C -4.94 -1.50 0.20
C -3.83 -1.07 -1.99
C 1.19 -3.35 0.00
F 0.93 1.91 -1.31
H 2.73 3.48 1.44
C 2.86 -2.03 -0.25
C 0.15 4.64 2.60
H -0.68 5.32 2.41
H -2.90 -3.52 -2.47
C 3.57 -0.78 -0.32
```

The net charge is +1. As for the multiplicity: 2. As for the expectation value of S²: 0.75. The orbital gap (spin up / spin down) is 7.548 / 7.519 eV.

=====

No. 2
ORCA calculation (ωB97M-V/def2-TZVPD) on 2 unconnected molecules or ions with the total composition C4H9NO.

```
15
Properties=species:S:1:pos:R:3
H 2.32 -0.10 -1.51
H -0.67 -1.21 0.29
H 0.84 0.74 1.17
C 1.57 -0.66 -0.95
C 0.93 0.89 2.24
O 0.49 0.21 -0.67
H 1.24 -1.52 -1.56
C -1.80 0.58 -0.17
N 1.00 1.04 3.38
H -2.79 0.12 -0.12
H -1.59 1.05 0.80
C -0.75 -0.46 -0.51
H -1.00 -0.99 -1.44
H 2.03 -1.05 -0.03
H -1.81 1.36 -0.94
```

The net charge is 0. The orbital gap is 11.507 eV. The value obtained for the energy above the lowest of the compared OMol25 structures with the same formula, charge and spin is 47.6 kcal/mol.

=====

No. 3
ORCA calculation (ωB97M-V/def2-TZVPD) on a molecular structure, C36H23N11NiO.

```
72
Properties=species:S:1:pos:R:3
C -1.56 -3.82 0.91
C 1.03 0.80 3.53
N -0.21 2.49 2.27
H 4.70 -2.47 -0.38
C -1.58 -1.26 -5.19
N -1.45 0.17 -1.81
C -1.61 4.20 -0.47
C 2.52 -0.92 -0.16
C -1.84 6.47 1.05
C -1.56 -0.94 -2.61
H -2.63 -6.88 1.78
C -2.44 -6.01 1.18
N -0.97 2.04 0.04
C -2.86 -5.99 -0.17
H -1.45 -4.93 2.76
H -1.36 2.66 -5.18
N 1.73 0.14 -0.28
H -2.97 -4.88 -2.00
H 2.58 -2.95 -0.01
N -0.27 -2.23 2.25
C -1.44 1.26 -2.61
N -1.75 -2.18 -2.23
C 1.02 -0.59 3.52
H 3.35 1.32 5.89
C -2.09 5.34 -1.08
H -2.36 5.34 -2.13
H -3.38 -6.86 -0.57
N 2.08 -2.17 -0.40
H -1.39 1.39 -7.32
H -1.07 5.31 2.70
C 0.11 1.22 2.48
H 1.87 2.60 4.36
N 3.80 -0.68 0.20
C -1.36 5.32 1.66
C -0.96 -2.53 1.16
C -1.47 0.85 -4.01
C -1.40 2.84 -0.96
C -2.21 6.48 -0.30
H -1.54 -1.06 -7.32
N -0.41 0.13 1.85
C 1.86 1.52 4.37
H -2.58 7.40 -0.74
H 4.15 1.02 1.42
C 3.93 0.75 0.39
C -1.99 -3.80 -0.41
N -1.05 -1.75 0.03
C -1.44 0.86 -6.38
H 1.08 -2.26 -0.51
N -1.52 2.52 -2.24
C 4.87 -1.64 0.30
C -2.65 -4.90 -0.97
H 4.98 -2.03 1.32
H 4.69 1.19 -0.26
Ni -0.92 0.16 0.01
C 1.84 -1.32 4.37
C -1.42 1.58 -5.19
C 2.68 0.79 5.22
C 0.09 -0.99 2.47
C 2.53 1.23 0.01
H 1.83 -2.40 4.36
H 5.81 -1.17 0.01
C -1.25 4.19 0.87
C -0.81 2.82 1.16
H 3.33 -1.14 5.89
H -1.95 7.38 1.63
O 2.19 2.39 0.01
C -1.55 -0.53 -4.01
H -1.65 -2.34 -5.19
C -1.78 -4.93 1.73
C -1.64 -2.50 -0.94
C -1.53 -0.54 -6.38
C 2.67 -0.61 5.22
```

The net charge is 0. The orbital gap (spin up / spin down) is 4.987 / 4.932 eV.

=====

No. 4
ORCA calculation (ωB97M-V/def2-TZVPD) on C4H6O2 in the gas phase.

```
12
Properties=species:S:1:pos:R:3
H 2.62 -0.39 0.21
C 1.92 0.48 0.32
O -2.30 -1.63 -0.08
C -1.90 -0.50 -0.91
H 1.54 1.77 1.80
H -2.01 -0.79 -1.97
H -1.83 -1.54 0.82
O 1.96 0.87 1.72
H 2.42 1.31 -0.33
H -2.52 0.39 -0.70
C 0.59 0.12 -0.21
C -0.51 -0.10 -0.68
```

The net charge is 0. The orbital gap is 10.681 eV. The value obtained for the energy above the lowest of the compared OMol25 structures with the same formula, charge and spin is 70.3 kcal/mol.

=====

Let's list largest force on an atom in order: 3.86; 1.17; 0.64; 2.57 eV Å⁻¹.